[1]
An isolated molecule of C4H5Cl, computed with ωB97M-V/def2-TZVPD.

The calculation puts the HOMO-LUMO gap at 9.07 eV. The LUMO energy comes out at 0.3 eV. For the HOMO energy, the calculation gives -0.32308 Ha. Its SMILES is C=C/C=C/Cl.

Last column: Mulliken charge in e.
Positions of all 10 atoms, in Å:
C -1.45 -0.64 0.03  -0.78
C -0.88 0.62 -0.06  0.05
C 0.57 0.77 0.01  -0.06
C 1.39 -0.28 -0.07  -0.28
Cl 3.18 -0.04 0.01  -0.21
H -2.54 -0.79 0.17  0.22
H -0.93 -1.60 0.01  0.15
H -1.41 1.55 -0.08  0.34
H 0.98 1.74 0.15  0.32
H 1.07 -1.33 -0.17  0.26

***

[2]
A cluster of 2 separate species, C4H5Cl in total, computed with ωB97M-V/def2-TZVPD.

The calculation puts the HOMO-LUMO gap (spin up / spin down) at 8.56 / 8.93 eV. The LUMO energy (spin up / spin down) comes out at 1.0 / -0.8 eV. For the HOMO energy (spin up / spin down), the calculation gives -0.27824 / -0.35703 Ha. As for the multiplicity: 3.

Last column: Mulliken charge in e.
Positions of all 10 atoms, in Å:
C 0.65 1.38 -0.41  -0.31
C -1.66 -1.54 0.26  -0.39
C 0.43 0.97 0.80  -0.43
C -2.00 -0.31 0.16  0.03
Cl -3.17 0.71 -0.45  -0.12
H 1.63 1.73 -0.85  0.23
H -0.17 1.36 -1.09  0.18
H -2.06 -2.33 -0.33  0.28
H -0.81 -1.97 0.92  0.19
H 0.69 1.02 1.83  0.35

***

[3]
An isolated molecule of C4H5Cl2NS, computed with ωB97M-V/def2-TZVPD.

The calculation puts the HOMO-LUMO gap at 7.86 eV. The LUMO energy comes out at -0.7 eV. For the HOMO energy, the calculation gives -0.31612 Ha.

Last column: Mulliken charge in e.
Positions of all 13 atoms, in Å:
C -1.76 1.16 -0.76  -0.65
C -1.18 -1.15 -0.41  -0.70
C -1.12 0.24 0.20  1.17
C 0.25 0.96 0.38  -1.36
N -3.83 -1.47 -0.98  -0.33
S -2.80 -1.90 -0.04  0.24
Cl -2.98 2.20 -0.53  0.01
Cl -1.91 0.07 1.92  -0.23
H -1.05 -1.12 -1.56  0.40
H -0.39 -1.85 0.06  0.34
H 0.28 1.69 -0.49  0.41
H 0.91 0.13 0.39  0.34
H 0.36 1.49 1.33  0.35

***

[4]
An isolated molecule of C4H5ClFN, computed with ωB97M-V/def2-TZVPD.

The calculation puts the HOMO-LUMO gap at 10.03 eV. The LUMO energy comes out at 0.8 eV. For the HOMO energy, the calculation gives -0.34015 Ha. Its SMILES is [H]/N=C1/C[C@@H](Cl)[C@H]1F.

Last column: Mulliken charge in e.
Positions of all 12 atoms, in Å:
H 2.65 1.17 -0.54  0.27
N 1.69 1.40 -0.80  -0.60
C 0.73 0.75 -0.33  0.13
C -0.77 0.65 -0.49  -0.63
C -0.98 -0.59 0.36  -0.18
Cl -1.59 -1.98 -0.66  -0.20
C 0.48 -0.64 0.80  0.06
F 1.02 -1.83 0.26  -0.29
H -1.09 1.50 -0.02  0.27
H -1.22 0.46 -1.46  0.37
H -1.67 -0.47 1.11  0.38
H 0.76 -0.42 1.76  0.43

***

Energy relative to the best compared isomer or geometry (same formula, charge and spin) values (in kcal/mol) by entry order: 6.9 46.6 127.8 36.0.